Molecular formula: C4H6N2S
Method: DFT, the ωB97M-V functional and the def2-TZVPD basis

Calculated values
* SMILES string: N#CC1(S)CNC1
* 2S+1: 1
* gap between HOMO and LUMO: 10.178 eV
* highest occupied orbital energy: -10.00 eV
* total charge: 0
* ΔE to the lowest compared entry with this formula, charge and spin: 3.4697 eV

Geometry as XYZ:
```
13
Properties=species:S:1:pos:R:3:nbo_charge:R:1
N 0.19 2.19 1.68 -0.290
C -0.10 1.29 0.90 0.256
C -0.05 0.07 0.06 -0.236
S 1.29 0.11 -1.31 -0.049
C -0.12 -1.31 0.92 -0.227
N -1.53 -1.56 0.26 -0.567
C -1.31 -0.31 -0.63 -0.256
H 2.25 0.83 -0.44 0.174
H 0.71 -2.03 0.67 0.215
H -0.31 -1.18 2.04 0.220
H -1.28 -2.25 -0.35 0.337
H -2.08 0.46 -0.41 0.219
H -1.00 -0.45 -1.67 0.205
```

Molecular formula: C8H9NO3
Method: DFT, the ωB97M-V functional and the def2-TZVPD basis

Calculated values
* SMILES string: CONC(=O)c1ccccc1O
* 2S+1: 1
* gap between HOMO and LUMO: 9.597 eV
* highest occupied orbital energy: -9.10 eV
* total charge: 0
* ΔE to the lowest compared entry with this formula, charge and spin: 3.1946 eV

Geometry as XYZ:
```
21
Properties=species:S:1:pos:R:3:nbo_charge:R:1
C -3.88 -0.26 0.59 -0.286
O -3.05 0.59 -0.37 -0.382
N -1.70 0.58 -0.10 -0.343
C -0.92 -0.54 -0.24 0.641
O -1.46 -1.61 -0.52 -0.631
C 0.62 -0.25 0.03 -0.197
C 1.38 -1.48 0.11 -0.142
C 2.75 -1.43 0.26 -0.273
C 3.38 -0.24 0.07 -0.161
C 2.65 0.97 -0.14 -0.315
C 1.26 1.02 0.10 0.316
O 0.58 2.16 0.07 -0.657
H -3.35 -1.28 0.52 0.231
H -3.81 0.14 1.64 0.179
H -4.94 -0.18 0.19 0.206
H -1.29 1.53 0.03 0.410
H 0.77 -2.41 0.16 0.253
H 3.48 -2.27 0.26 0.227
H 4.53 -0.14 -0.07 0.220
H 3.24 1.88 -0.29 0.208
H 1.33 2.77 -0.05 0.495
```

Look up the gap between HOMO and LUMO of the first one.
10.178 eV

What is the total charge in the first record?
0